Record 1
Density functional theory data (ωB97M-V/def2-TZVPD) for a molecular structure, C4H9NO.

LUMO energy ... 0.91 eV
Total charge ... 0
ΔE to the lowest compared entry with this formula, charge and spin ... 472.39 kJ/mol

Element x y z (Å)
C (2.35, 0.80, 0.56)
C (1.06, 0.32, -0.05)
N (-0.08, 0.29, 0.71)
C (-0.48, -0.94, 0.29)
O (-1.76, -1.22, -0.05)
C (-2.58, -0.10, -0.35)
H (2.11, 1.69, 1.16)
H (2.76, 0.05, 1.23)
H (3.10, 1.06, -0.19)
H (0.67, -1.06, -0.54)
H (0.94, 0.51, -1.12)
H (-0.06, -1.80, 0.82)
H (-3.39, -0.47, -0.99)
H (-2.01, 0.68, -0.87)
H (-3.00, 0.33, 0.56)

Need the natural (NBO) charges? In units of e they are:
1. C -0.673
2. C 0.015
3. N -0.565
4. C 0.239
5. O -0.504
6. C -0.260
7. H 0.242
8. H 0.226
9. H 0.214
10. H 0.105
11. H 0.191
12. H 0.204
13. H 0.190
14. H 0.189
15. H 0.187

Record 2
Density functional theory data (ωB97M-V/def2-TZVPD) for a single C5H11NO molecule.

LUMO energy ... 0.71 eV
Total charge ... 0
ΔE to the lowest compared entry with this formula, charge and spin ... 325.30 kJ/mol

Element x y z (Å)
C (1.14, -0.30, -1.85)
C (1.32, -0.64, -0.41)
C (0.77, 0.03, 1.78)
N (0.42, -0.43, 0.54)
C (-1.02, -0.58, 0.28)
C (-1.72, 0.77, 0.13)
O (-1.73, 1.50, 1.33)
H (0.15, -0.53, -2.25)
H (1.89, -0.83, -2.46)
H (1.31, 0.78, -2.01)
H (2.34, -0.74, -0.03)
H (1.79, 0.37, 1.86)
H (0.28, -0.42, 2.64)
H (-1.16, -1.20, -0.61)
H (-1.45, -1.11, 1.14)
H (-1.24, 1.33, -0.69)
H (-2.76, 0.60, -0.15)
H (-0.81, 1.45, 1.68)

Need the natural (NBO) charges? In units of e they are:
1. C -0.665
2. C -0.042
3. C -0.482
4. N -0.244
5. C -0.248
6. C -0.069
7. O -0.729
8. H 0.214
9. H 0.227
10. H 0.215
11. H 0.187
12. H 0.189
13. H 0.189
14. H 0.212
15. H 0.221
16. H 0.157
17. H 0.186
18. H 0.481

Record 3
Density functional theory data (ωB97M-V/def2-TZVPD) for a molecular structure, C46H39Cl5INaOSb2.

LUMO energy ... 3.70 eV
Total charge ... -2

Element x y z (Å)
Na (-1.72, 0.58, 0.15)
C (1.27, -0.95, -3.02)
C (2.55, -0.23, -2.54)
C (2.34, 1.12, -1.83)
Sb (1.28, 1.05, 0.09)
C (2.41, 2.71, 0.95)
C (2.28, 2.91, 2.33)
C (2.93, 3.96, 2.97)
C (3.72, 4.84, 2.25)
C (3.86, 4.66, 0.88)
C (3.21, 3.61, 0.24)
C (2.80, -0.31, 0.95)
C (2.35, -1.25, 1.88)
C (3.24, -2.12, 2.53)
C (4.60, -2.04, 2.25)
C (5.06, -1.10, 1.33)
C (4.17, -0.25, 0.70)
Sb (0.18, -1.80, -1.34)
C (-1.52, -2.54, -2.41)
C (-2.51, -3.25, -1.72)
C (-3.63, -3.74, -2.40)
C (-3.77, -3.54, -3.76)
C (-2.78, -2.84, -4.46)
C (-1.68, -2.35, -3.78)
C (1.31, -3.68, -1.56)
C (0.99, -4.75, -2.39)
C (1.86, -5.83, -2.55)
C (3.07, -5.86, -1.87)
C (3.40, -4.81, -1.02)
C (2.53, -3.74, -0.86)
H (1.51, -1.74, -3.72)
H (0.59, -0.23, -3.48)
H (3.19, -0.06, -3.41)
H (3.13, -0.89, -1.88)
H (1.75, 1.79, -2.47)
H (3.30, 1.59, -1.65)
H (1.64, 2.25, 2.91)
H (2.79, 4.09, 4.04)
H (4.22, 5.66, 2.74)
H (4.47, 5.35, 0.30)
H (3.32, 3.50, -0.84)
H (1.29, -1.34, 2.09)
H (2.86, -2.85, 3.23)
H (5.29, -2.71, 2.75)
H (6.12, -1.04, 1.11)
H (4.55, 0.47, -0.02)
H (-2.43, -3.41, -0.65)
H (-4.39, -4.28, -1.84)
H (-4.64, -3.92, -4.29)
H (-2.89, -2.67, -5.53)
H (-0.92, -1.79, -4.33)
H (0.05, -4.76, -2.94)
H (1.59, -6.65, -3.20)
H (3.75, -6.70, -1.99)
H (4.34, -4.83, -0.47)
H (2.79, -2.95, -0.17)
Cl (-4.07, 0.25, 1.21)
C (-3.41, -1.22, 2.00)
C (-2.17, -1.68, 1.62)
C (-1.82, -2.85, 2.25)
Cl (-0.29, -3.66, 1.83)
C (-2.60, -3.52, 3.21)
Cl (-2.09, -5.01, 3.96)
C (-3.82, -2.97, 3.58)
Cl (-4.82, -3.75, 4.77)
C (-4.25, -1.80, 2.96)
Cl (-5.79, -1.12, 3.40)
I (-0.37, 4.74, -0.77)
C (-1.33, 5.07, 1.05)
C (-1.70, 6.36, 1.33)
C (-2.33, 6.65, 2.57)
C (-2.54, 5.65, 3.47)
C (-2.14, 4.32, 3.19)
C (-2.34, 3.30, 4.16)
C (-1.93, 2.03, 3.90)
C (-1.32, 1.72, 2.65)
C (-1.12, 2.63, 1.63)
C (-1.53, 3.97, 1.95)
H (-1.51, 7.15, 0.61)
H (-2.63, 7.67, 2.79)
H (-3.00, 5.87, 4.43)
H (-2.82, 3.56, 5.11)
H (-2.07, 1.25, 4.64)
H (-1.00, 0.68, 2.52)
C (-3.35, 0.96, -2.68)
C (-1.90, 1.44, -2.57)
C (-1.30, 1.56, -3.98)
O (-1.15, 0.65, -1.72)
H (-3.94, 1.59, -3.36)
H (-3.84, 0.97, -1.71)
H (-3.38, -0.07, -3.05)
H (-1.95, 2.48, -2.19)
H (-1.28, 0.59, -4.48)
H (-0.27, 1.94, -3.93)
H (-1.89, 2.25, -4.60)

Need the natural (NBO) charges? In units of e they are:
1. Na 0.819
2. C -0.811
3. C -0.412
4. C -0.826
5. Sb 1.329
6. C -0.396
7. C -0.150
8. C -0.240
9. C -0.241
10. C -0.216
11. C -0.251
12. C -0.419
13. C -0.171
14. C -0.249
15. C -0.229
16. C -0.237
17. C -0.236
18. Sb 1.320
19. C -0.386
20. C -0.223
21. C -0.219
22. C -0.239
23. C -0.234
24. C -0.170
25. C -0.399
26. C -0.233
27. C -0.233
28. C -0.232
29. C -0.246
30. C -0.172
31. H 0.203
32. H 0.240
33. H 0.186
34. H 0.197
35. H 0.217
36. H 0.197
37. H 0.209
38. H 0.199
39. H 0.192
40. H 0.191
41. H 0.198
42. H 0.217
43. H 0.208
44. H 0.193
45. H 0.194
46. H 0.200
47. H 0.225
48. H 0.202
49. H 0.195
50. H 0.195
51. H 0.199
52. H 0.210
53. H 0.192
54. H 0.191
55. H 0.200
56. H 0.207
57. Cl -0.067
58. C 0.038
59. C -0.384
60. C -0.078
61. Cl -0.045
62. C -0.092
63. Cl -0.007
64. C -0.108
65. Cl 0.000
66. C -0.139
67. Cl -0.003
68. I 0.128
69. C -0.114
70. C -0.300
71. C -0.237
72. C -0.194
73. C -0.099
74. C -0.244
75. C -0.229
76. C -0.270
77. C -0.413
78. C -0.053
79. H 0.209
80. H 0.192
81. H 0.188
82. H 0.186
83. H 0.193
84. H 0.170
85. C -0.629
86. C 0.112
87. C -0.626
88. O -1.005
89. H 0.178
90. H 0.197
91. H 0.199
92. H 0.130
93. H 0.184
94. H 0.196
95. H 0.183

Record 4
Density functional theory data (ωB97M-V/def2-TZVPD) for 2 unconnected molecules or ions with the total composition C9H10FNO.

LUMO energy ... -0.39 eV
Total charge ... 0
ΔE to the lowest compared entry with this formula, charge and spin ... 322.91 kJ/mol
SMILES string ... C#CC(=O)C(C)=C=NC1CC1.F

Element x y z (Å)
C (-2.46, -1.59, 2.31)
C (-1.67, -0.70, 2.50)
C (-0.96, 0.52, 2.79)
O (-0.69, 0.99, 3.87)
C (-0.30, 1.02, 1.54)
C (0.41, 2.36, 1.77)
C (-0.19, 0.39, 0.41)
N (-0.32, -0.07, -0.69)
C (0.35, -0.90, -1.57)
C (-0.28, -1.97, -2.39)
C (0.40, -0.81, -3.07)
H (-2.92, -2.48, 2.04)
H (-0.08, 3.30, 1.74)
H (1.29, 2.54, 0.99)
H (0.80, 2.32, 2.71)
H (1.33, -1.21, -1.29)
H (-1.22, -1.79, -2.53)
H (0.18, -2.94, -2.27)
H (1.38, -0.97, -3.53)
H (-0.29, -0.13, -3.42)
F (1.32, 1.94, 4.98)
H (0.71, 1.27, 4.69)

Need the natural (NBO) charges? In units of e they are:
1. C -0.118
2. C -0.129
3. C 0.537
4. O -0.576
5. C -0.342
6. C -0.601
7. C 0.526
8. N -0.379
9. C -0.084
10. C -0.394
11. C -0.385
12. H 0.231
13. H 0.224
14. H 0.205
15. H 0.242
16. H 0.191
17. H 0.212
18. H 0.227
19. H 0.224
20. H 0.217
21. F -0.595
22. H 0.570

Record 5
Density functional theory data (ωB97M-V/def2-TZVPD) for a molecular structure, C38H36CsF3N6OSSb.

LUMO energy ... 2.07 eV
Total charge ... -1
ΔE to the lowest compared entry with this formula, charge and spin ... 146.40 kJ/mol

Element x y z (Å)
Cs (-1.35, -0.37, -2.76)
O (-0.47, -2.23, -3.93)
C (0.41, -2.67, -3.14)
N (0.48, -3.79, -2.49)
C (-0.59, -4.76, -2.73)
C (-1.97, -4.27, -2.39)
C (-2.88, -3.88, -3.37)
C (-4.13, -3.42, -2.99)
C (-4.44, -3.34, -1.64)
C (-3.48, -3.75, -0.73)
N (-2.28, -4.21, -1.09)
C (1.65, -1.80, -2.96)
C (2.86, -2.34, -3.39)
C (3.99, -1.55, -3.38)
C (3.89, -0.24, -2.92)
C (2.65, 0.20, -2.50)
N (1.54, -0.55, -2.50)
H (-0.37, -5.63, -2.11)
H (-0.58, -5.07, -3.79)
H (-2.60, -3.92, -4.41)
H (-4.85, -3.12, -3.74)
H (-5.41, -2.99, -1.31)
H (-3.68, -3.72, 0.34)
H (2.88, -3.37, -3.72)
H (4.94, -1.94, -3.72)
H (4.75, 0.42, -2.90)
H (2.53, 1.22, -2.13)
N (2.38, -1.66, 1.13)
C (2.46, -2.98, 0.49)
C (1.75, -4.05, 1.31)
C (0.24, -4.05, 1.16)
N (-0.36, -2.82, 1.70)
H (3.11, -1.06, 0.76)
H (2.59, -1.77, 2.12)
H (3.50, -3.29, 0.34)
H (1.99, -2.93, -0.50)
H (2.03, -3.95, 2.37)
H (2.11, -5.03, 0.96)
H (-0.17, -4.89, 1.73)
H (0.01, -4.21, 0.11)
H (-1.33, -2.77, 1.41)
H (0.10, -2.02, 1.28)
S (-2.59, 2.46, -3.48)
C (-3.14, 2.32, -1.86)
C (-3.91, 3.35, -1.26)
C (-4.41, 3.20, 0.01)
C (-4.17, 2.01, 0.71)
C (-3.39, 1.06, 0.08)
N (-2.86, 1.20, -1.14)
H (-4.08, 4.25, -1.84)
H (-4.98, 4.00, 0.47)
H (-4.58, 1.83, 1.69)
H (-3.17, 0.12, 0.57)
F (5.89, 3.87, 2.17)
C (4.73, 3.26, 1.84)
C (4.77, 2.19, 0.98)
C (3.56, 1.56, 0.65)
C (2.35, 2.00, 1.18)
C (2.36, 3.10, 2.03)
C (3.55, 3.74, 2.36)
Sb (0.45, 1.02, 0.70)
C (-0.32, 2.97, 0.15)
C (-0.94, 3.87, 1.01)
C (-1.34, 5.13, 0.56)
C (-1.12, 5.46, -0.76)
F (-1.51, 6.68, -1.20)
C (-0.51, 4.59, -1.64)
C (-0.11, 3.35, -1.17)
C (-0.11, 1.07, 2.80)
C (0.84, 0.81, 3.79)
C (0.51, 0.86, 5.13)
C (-0.79, 1.18, 5.48)
F (-1.10, 1.26, 6.79)
C (-1.76, 1.41, 4.54)
C (-1.42, 1.34, 3.20)
H (5.71, 1.85, 0.58)
H (3.59, 0.73, -0.04)
H (1.43, 3.48, 2.44)
H (3.56, 4.60, 3.02)
H (-1.12, 3.62, 2.05)
H (-1.82, 5.84, 1.22)
H (-0.40, 4.87, -2.68)
H (0.35, 2.66, -1.87)
H (1.86, 0.57, 3.50)
H (1.24, 0.67, 5.91)
H (-2.77, 1.64, 4.86)
H (-2.19, 1.52, 2.45)

Need the Löwdin charges? In units of e they are:
1. Cs 1.252
2. O -0.444
3. C -0.669
4. N 0.069
5. C -0.182
6. C -0.278
7. C -0.044
8. C -0.075
9. C -0.080
10. C -0.152
11. N 0.120
12. C -0.242
13. C -0.014
14. C -0.068
15. C -0.077
16. C -0.171
17. N 0.008
18. H 0.101
19. H 0.113
20. H 0.112
21. H 0.105
22. H 0.097
23. H 0.101
24. H 0.114
25. H 0.102
26. H 0.099
27. H 0.095
28. N -0.012
29. C -0.263
30. C -0.206
31. C -0.298
32. N 0.019
33. H 0.030
34. H 0.068
35. H 0.102
36. H 0.083
37. H 0.105
38. H 0.106
39. H 0.103
40. H 0.066
41. H 0.041
42. H -0.009
43. S 0.359
44. C -0.879
45. C -0.127
46. C -0.100
47. C -0.118
48. C -0.219
49. N -0.205
50. H 0.092
51. H 0.100
52. H 0.090
53. H 0.101
54. F 0.043
55. C -0.293
56. C -0.014
57. C -0.135
58. C -0.358
59. C -0.113
60. C -0.006
61. Sb 1.510
62. C -0.385
63. C -0.121
64. C -0.019
65. C -0.286
66. F 0.041
67. C -0.030
68. C -0.153
69. C -0.374
70. C -0.123
71. C -0.012
72. C -0.292
73. F 0.043
74. C -0.009
75. C -0.125
76. H 0.115
77. H 0.061
78. H 0.098
79. H 0.117
80. H 0.086
81. H 0.115
82. H 0.114
83. H 0.084
84. H 0.095
85. H 0.116
86. H 0.117
87. H 0.069

no.,gap between HOMO and LUMO (eV)
1,9.95
2,7.69
3,5.38
4,8.60
5,6.37